1.
This record from the Open Molecules 2025 dataset describes C8H24KO8 as an isolated structure. The level of theory is the ωB97M-V functional and the def2-TZVPD basis.

```
! RIJCOSX wB97M-V def2-TZVPD def2/J DEFGRID3
* xyz 1 1
K -6.09 -20.08 -1.48
O -7.16 -22.90 -5.95
O -5.28 -20.48 1.35
O -7.12 -22.71 -0.67
O -6.50 -17.81 -3.41
O -6.33 -21.89 -3.48
O -4.50 -17.95 -1.45
O -5.54 -24.02 2.35
O -7.73 -19.53 0.63
C -6.64 -23.74 1.49
C -5.81 -22.50 -5.79
C -5.82 -19.31 1.96
C -6.15 -23.42 0.10
C -5.60 -21.53 -4.65
C -5.47 -16.83 -3.38
C -7.33 -19.38 2.00
C -4.22 -17.41 -2.74
H -7.76 -18.48 2.42
H -5.84 -24.33 -0.42
H -5.43 -19.16 2.97
H -5.83 -20.50 -4.90
H -5.28 -22.76 0.20
H -7.17 -22.88 1.91
H -7.33 -24.59 1.48
H -5.25 -23.42 -5.59
H -5.53 -18.48 1.32
H -5.39 -22.10 -6.72
H -7.65 -20.26 2.57
H -4.19 -17.34 -0.78
H -5.78 -15.95 -2.79
H -7.88 -23.28 -0.80
H -4.51 -21.48 -4.45
H -5.04 -21.13 2.03
H -7.67 -22.16 -6.30
H -3.51 -16.58 -2.66
H -5.35 -24.96 2.32
H -3.78 -18.20 -3.34
H -5.25 -16.46 -4.38
H -8.55 -20.03 0.60
H -6.27 -22.84 -3.36
H -7.31 -17.43 -3.74
*
```

## Properties
E_tot = -41384.9176 eV
ΔE to the lowest compared entry with this formula, charge and spin = 0.00 kJ/mol
HOMO energy = -12.96 eV
lowest unoccupied orbital energy = -2.324 eV



2.
This record from the Open Molecules 2025 dataset describes C8H24O12PPd as an isolated structure at a distorted geometry. The level of theory is the ωB97M-V functional and the def2-TZVPD basis.

```
! RIJCOSX wB97M-V def2-TZVPD def2/J DEFGRID3
* xyz -1 3
Pd 0.21 0.21 0.42
P -2.20 -0.77 -0.55
O -2.79 2.45 1.54
O -2.89 -0.66 -1.91
O 0.30 -2.05 -3.68
O -2.57 -2.31 -3.94
O -0.77 -1.41 -0.49
O 1.62 -1.38 1.85
O 1.95 0.12 -1.04
O -3.04 -1.07 0.67
O -1.69 0.72 -0.41
O 1.49 1.31 2.06
O 0.48 2.45 -0.51
O -1.09 0.09 2.31
C 2.66 0.66 2.53
C -0.34 -3.24 -4.07
C 2.17 -0.70 2.98
C -1.78 -3.39 -3.51
C 1.42 2.40 -1.58
C -1.55 1.13 3.20
C 2.50 1.41 -1.25
C -1.82 2.50 2.52
H 0.17 -1.88 -2.72
H 1.65 -2.33 1.99
H -0.81 1.22 4.01
H -2.21 3.08 3.36
H 2.94 -1.32 3.46
H 0.20 -4.16 -3.80
H -0.29 2.94 -0.82
H 3.23 1.31 -2.06
H -0.88 2.87 2.10
H 2.58 -0.58 -1.25
H -0.43 -3.14 -5.15
H -1.91 -0.29 1.88
H -2.52 1.87 0.78
H -1.78 -3.37 -2.41
H 1.84 3.40 -1.71
H -2.27 -4.31 -3.86
H 3.09 1.69 -0.36
H 3.44 0.62 1.77
H 1.38 -0.68 3.75
H -2.47 0.76 3.67
H 3.17 1.17 3.35
H 1.39 2.14 2.53
H -2.71 -1.67 -3.14
H 0.92 2.16 -2.52
*
```

## Properties
E_tot = -46024.5922 eV
ΔE to the lowest compared entry with this formula, charge and spin = 73.42 kJ/mol
HOMO energy (spin up / spin down) = -4.09 / -4.08 eV
lowest unoccupied orbital energy (spin up / spin down) = 2.044 / 2.041 eV
expectation value of S² = 2.006



3.
This record from the Open Molecules 2025 dataset describes C8H24O14PV as an isolated structure at a distorted geometry. The level of theory is the ωB97M-V functional and the def2-TZVPD basis.

```
! RIJCOSX wB97M-V def2-TZVPD def2/J DEFGRID3
* xyz -1 2
V 23.31 -5.93 6.94
P 24.81 -3.64 6.54
O 18.87 -2.89 5.63
O 24.27 -7.72 5.91
O 23.38 -3.83 7.20
O 23.65 -6.38 8.40
O 22.55 -3.66 9.58
O 21.10 -2.98 6.98
O 25.32 -5.05 6.72
O 25.82 -2.87 7.44
O 23.31 -2.54 3.03
O 24.74 -3.20 5.02
O 25.16 -10.18 7.13
O 23.07 -5.10 4.52
O 17.30 -5.71 6.14
O 21.81 -6.27 6.58
C 23.77 -9.77 7.01
C 22.25 -4.72 3.45
C 23.59 -8.97 5.76
C 22.07 -3.18 3.37
C 18.64 -5.33 5.81
C 18.65 -4.11 4.90
C 21.18 -3.22 9.41
C 20.93 -2.32 8.21
H 21.65 -2.79 4.30
H 22.02 -3.24 7.01
H 20.84 -2.68 10.29
H 19.69 -2.97 6.13
H 21.77 -1.64 8.35
H 23.52 -9.15 7.87
H 23.81 -2.49 3.84
H 19.95 -1.85 8.22
H 17.30 -6.16 6.99
H 22.74 -4.92 2.50
H 25.77 -9.54 6.78
H 22.54 -8.77 5.52
H 19.19 -5.18 6.75
H 23.24 -10.72 7.01
H 19.49 -4.22 4.21
H 20.49 -4.06 9.31
H 19.06 -6.21 5.33
H 22.92 -3.51 8.71
H 21.29 -5.24 3.50
H 25.19 -8.00 5.97
H 17.72 -4.01 4.35
H 21.38 -3.07 2.53
H 23.71 -4.39 4.62
H 24.03 -9.57 4.96
*
```

## Properties
E_tot = -72329.5028 eV
HOMO energy (spin up / spin down) = -6.67 / -6.66 eV
lowest unoccupied orbital energy (spin up / spin down) = 2.217 / -0.234 eV
expectation value of S² = 0.759